Molecular formula: C7H14N2
Method: DFT, ωB97M-V/def2-TZVPD

```
23
Properties=species:S:1:pos:R:3:forces:R:3
C 1.551 0.013 -2.815 0.2 0.4 1.1
C 0.576 0.192 -1.622 0.0 0.0 -0.6
C 0.779 -0.938 -0.665 0.8 0.9 -0.2
C -0.051 -1.905 -0.256 -0.9 -1.0 0.3
N 0.663 -2.750 0.569 0.8 0.9 -0.3
C 1.945 -2.188 0.614 -1.7 -1.7 0.9
N 2.035 -1.111 -0.090 0.0 -0.1 -0.2
H 1.365 -0.958 -3.266 0.0 0.1 -0.3
H 2.548 0.010 -2.390 0.3 -0.3 0.0
H 1.568 0.835 -3.525 -0.5 -0.1 -0.2
H 0.716 1.136 -1.093 0.3 0.1 -0.1
H -0.439 0.230 -2.015 -0.2 -0.2 0.2
H -1.078 -2.099 -0.499 -0.2 0.0 0.0
H 0.301 -3.549 1.084 0.3 0.4 -0.3
H 2.611 -2.733 1.263 0.7 0.5 -0.2
C -1.950 1.219 1.881 1.0 -0.5 -0.2
C -1.855 2.733 1.829 -0.8 0.6 -0.3
H -1.469 0.794 0.993 0.0 0.1 0.0
H -1.368 0.846 2.725 -0.1 -0.1 0.1
H -2.927 0.738 1.906 -0.3 0.5 0.2
H -0.890 3.082 1.462 0.1 -0.2 0.1
H -2.599 3.147 1.140 0.1 0.0 0.0
H -2.032 3.254 2.772 0.0 -0.3 0.2
```
Forces are in eV/Å.

HOMO level: -8.694 eV
LUMO energy: 0.0315 Eh
Energy above the lowest of the compared OMol25 structures with the same formula, charge and spin: 26.73 kJ/mol
Charge: 0


Molecular formula: C7H14N2
Method: DFT, ωB97M-V/def2-TZVPD

```
23
Properties=species:S:1:pos:R:3:forces:R:3
C 2.745 1.244 0.020 -0.7 -0.4 0.0
C 1.781 0.524 -0.012 -1.5 -1.3 0.1
C 0.480 -0.434 -0.013 3.2 1.8 0.0
C 0.599 -1.293 1.243 0.0 0.1 0.0
C 0.579 -1.286 -1.277 0.0 0.0 0.0
C -0.694 0.538 -0.006 -2.1 -2.0 -0.1
C -1.994 -0.423 0.001 0.7 1.6 -0.1
N -0.699 1.303 -1.226 0.0 0.0 -0.5
N -0.754 1.301 1.215 0.1 0.4 0.8
H 3.567 1.901 0.062 0.4 0.2 0.0
H 1.590 -1.742 1.277 0.0 0.0 0.0
H -0.127 -2.103 1.233 -0.1 0.0 0.0
H 0.453 -0.686 2.133 0.0 -0.1 0.1
H -0.064 -2.161 -1.202 -0.1 0.0 0.0
H 0.301 -0.717 -2.160 0.0 0.0 0.0
H 1.601 -1.639 -1.396 0.0 0.0 0.0
H -2.009 -1.143 -0.810 0.2 0.0 -0.1
H -2.847 0.237 -0.139 -0.3 0.0 0.0
H -2.098 -0.902 0.967 0.1 -0.1 0.0
H 0.198 1.753 -1.378 -0.1 0.2 0.1
H -1.442 1.990 -1.226 0.1 0.0 0.0
H -1.313 2.142 1.121 -0.1 -0.2 -0.1
H 0.146 1.598 1.573 0.2 -0.1 -0.3
```
Forces are in eV/Å.

HOMO level: -8.898 eV
LUMO energy: 0.0347 Eh
Energy above the lowest of the compared OMol25 structures with the same formula, charge and spin: 185.63 kJ/mol
Charge: 0


Molecular formula: C7H14N2
Method: DFT, ωB97M-V/def2-TZVPD

```
23
Properties=species:S:1:pos:R:3:forces:R:3
C -1.464 3.159 0.449 -0.3 -0.3 -0.5
C -0.241 2.521 -0.135 0.0 0.0 0.3
C 0.375 2.689 -1.339 -0.5 0.1 -0.2
N 1.555 1.990 -1.277 -0.1 -0.3 -0.4
C 1.590 1.399 -0.060 -0.1 0.3 0.9
N 0.534 1.711 0.653 0.4 -0.1 0.2
H -2.387 2.847 -0.050 0.1 0.0 -0.1
H -1.387 4.238 0.356 -0.1 0.2 0.2
H -1.570 2.857 1.487 0.2 0.2 0.1
H 0.053 3.218 -2.218 0.1 0.0 -0.1
H 2.091 1.710 -2.081 0.2 0.2 0.1
H 2.461 0.951 0.392 0.0 -0.4 -0.5
C -0.395 -2.920 1.619 0.6 -0.6 -1.0
C -0.600 -2.224 0.237 0.9 -0.3 1.0
C 0.366 -2.724 -0.855 -0.2 -0.1 0.2
H 0.303 -2.340 2.214 -0.3 0.2 0.4
H 0.146 -3.867 1.476 -0.4 0.0 0.0
H -1.343 -3.138 2.111 0.2 0.3 0.2
H -1.644 -2.327 -0.048 0.0 0.3 -0.2
H -0.309 -1.190 0.436 -0.8 0.2 -0.3
H 0.828 -3.673 -0.589 -0.1 -0.2 0.0
H -0.144 -2.875 -1.806 0.1 0.2 -0.1
H 1.182 -2.013 -0.972 0.0 0.0 -0.3
```
Forces are in eV/Å.

HOMO level: -8.642 eV
LUMO energy: 0.0317 Eh
Energy above the lowest of the compared OMol25 structures with the same formula, charge and spin: 44.55 kJ/mol
Charge: 0


no.,gap between HOMO and LUMO (eV)
1,9.6
2,9.8
3,9.5